(1)
{
  "formula": "C6H13N",
  "method": "ωB97M-V/def2-TZVPD",
  "charge": 0,
  "e_homo_ev": [-8.82, -8.81],
  "spin_multiplicity": 1,
  "orbital_gap_ev": [8.5, 8.5],
  "lumo_ev": [-0.3, -0.3],
  "e_above_lowest_kj_mol": 538.3,
  "species": ["C", "C", "C", "N", "C", "C", "C", "H", "H", "H", "H", "H", "H", "H", "H", "H", "H", "H", "H", "H"],
  "coordinates": [[3.41151, -0.18423, 0.86306], [0.69489, -1.22545, -1.17873], [0.17104, 0.17328, -1.34993], [-1.19096, -0.01385, -0.88976], [-2.17563, 1.03753, -0.79279], [-1.56339, 0.42262, 0.42619], [-2.19980, -0.61244, 1.31497], [3.30039, 0.85704, 1.17578], [3.77206, -0.22712, -0.16836], [4.11592, -0.69601, 1.52461], [1.19196, -1.51204, -2.13063], [2.44376, -0.68064, 0.90306], [0.16738, 0.61674, -2.35776], [0.79806, 0.82533, -0.70120], [-3.17205, 0.74506, -1.12123], [-1.89110, 2.06093, -1.04147], [-0.84216, 1.07743, 0.92704], [-2.81087, -0.16701, 2.10606], [-2.81533, -1.28713, 0.71372], [-1.40566, -1.21005, 1.77735]]
}

(2)
{
  "formula": "C60H150N10O20",
  "method": "ωB97M-V/def2-TZVPD",
  "charge": 0,
  "e_homo_ev": -8.34,
  "spin_multiplicity": 1,
  "orbital_gap_ev": 8.5,
  "lumo_ev": 0.2,
  "e_above_lowest_kj_mol": 1202.8,
  "smiles": "COCCNCCOC.COCCNCCOC.COCCNCCOC.COCCNCCOC.COCCNCCOC.COCCNCCOC.COCCNCCOC.COCCNCCOC.COCCNCCOC.COCCNCCOC",
  "species": ["C", "O", "C", "C", "N", "C", "C", "O", "C", "H", "H", "H", "H", "H", "H", "H", "H", "H", "H", "H", "H", "H", "H", "H", "C", "O", "C", "C", "N", "C", "C", "O", "C", "H", "H", "H", "H", "H", "H", "H", "H", "H", "H", "H", "H", "H", "H", "H", "C", "O", "C", "C", "N", "C", "C", "O", "C", "H", "H", "H", "H", "H", "H", "H", "H", "H", "H", "H", "H", "H", "H", "H", "C", "O", "C", "C", "N", "C", "C", "O", "C", "H", "H", "H", "H", "H", "H", "H", "H", "H", "H", "H", "H", "H", "H", "H", "C", "O", "C", "C", "N", "C", "C", "O", "C", "H", "H", "H", "H", "H", "H", "H", "H", "H", "H", "H", "H", "H", "H", "H", "C", "O", "C", "C", "N", "C", "C", "O", "C", "H", "H", "H", "H", "H", "H", "H", "H", "H", "H", "H", "H", "H", "H", "H", "C", "O", "C", "C", "N", "C", "C", "O", "C", "H", "H", "H", "H", "H", "H", "H", "H", "H", "H", "H", "H", "H", "H", "H", "C", "O", "C", "C", "N", "C", "C", "O", "C", "H", "H", "H", "H", "H", "H", "H", "H", "H", "H", "H", "H", "H", "H", "H", "C", "O", "C", "C", "N", "C", "C", "O", "C", "H", "H", "H", "H", "H", "H", "H", "H", "H", "H", "H", "H", "H", "H", "H", "C", "O", "C", "C", "N", "C", "C", "O", "C", "H", "H", "H", "H", "H", "H", "H", "H", "H", "H", "H", "H", "H", "H", "H"],
  "coordinates": [[7.37314, 5.75480, 8.50628], [7.74963, 6.73755, 9.49508], [7.28560, 6.40599, 10.76299], [7.47656, 7.48349, 11.85182], [7.41856, 8.80800, 11.26351], [8.43475, 9.77056, 11.47103], [8.39323, 10.90193, 10.42576], [8.81711, 10.59070, 9.07273], [7.81882, 10.00466, 8.35193], [7.61848, 4.72590, 8.76947], [8.12345, 5.78256, 7.71611], [6.35436, 5.63817, 8.13671], [7.71131, 5.51323, 11.22110], [6.24684, 6.09442, 10.65340], [8.43648, 7.38088, 12.35790], [6.65671, 7.52566, 12.56888], [7.62802, 8.62875, 10.29187], [9.41670, 9.30070, 11.41520], [8.39956, 10.18324, 12.47927], [9.05771, 11.68510, 10.79076], [7.38214, 11.30599, 10.47610], [7.50303, 9.02947, 8.72259], [8.21084, 9.95826, 7.33593], [6.88136, 10.55168, 8.25173], [-6.73570, 0.44164, 3.52272], [-7.02665, 1.81906, 3.37867], [-8.25271, 2.18425, 4.08190], [-8.30612, 3.73475, 4.12751], [-8.31662, 4.39668, 2.83055], [-8.43696, 5.84507, 2.78903], [-7.24513, 6.59674, 3.31946], [-7.24993, 7.92859, 2.89607], [-6.43574, 8.75158, 3.74327], [-5.89410, 0.07785, 2.93327], [-7.56765, -0.21144, 3.25919], [-6.48920, 0.23193, 4.56356], [-8.09779, 1.80278, 5.09115], [-9.11751, 1.64367, 3.69722], [-7.44933, 3.97597, 4.75666], [-9.08483, 4.06543, 4.81479], [-7.43816, 4.23435, 2.35932], [-9.38262, 6.06145, 3.28603], [-8.67473, 6.25597, 1.80785], [-6.38636, 6.03147, 2.95741], [-7.32778, 6.37143, 4.38271], [-6.89531, 8.63622, 4.72489], [-6.51108, 9.83094, 3.61139], [-5.40919, 8.38513, 3.73990], [-9.47028, -4.24890, -4.84426], [-9.18072, -4.97730, -6.01408], [-9.84299, -6.27328, -5.87032], [-9.40938, -7.17574, -7.10820], [-7.96964, -7.49099, -6.99164], [-7.42203, -8.18610, -8.15179], [-5.89137, -8.43499, -8.01570], [-5.13009, -7.22462, -7.92772], [-5.01518, -6.36974, -9.03145], [-9.03434, -4.77901, -3.99748], [-10.55422, -4.17245, -4.75856], [-9.05657, -3.24091, -4.81415], [-10.90471, -6.04095, -5.78741], [-9.60511, -6.60258, -4.85885], [-9.60057, -6.46893, -7.91564], [-9.97435, -8.10640, -7.16093], [-7.85041, -7.90989, -6.08038], [-7.48801, -7.53645, -9.02454], [-7.92645, -9.09623, -8.47634], [-5.61284, -8.86976, -8.97565], [-5.64387, -9.23664, -7.31985], [-5.94304, -6.05491, -9.50901], [-4.40424, -6.82271, -9.81227], [-4.41531, -5.51940, -8.70715], [-1.17089, 5.41794, 6.82481], [-1.35127, 6.56589, 7.69879], [-2.27653, 7.52852, 7.18101], [-2.17214, 8.96733, 7.91427], [-3.33379, 9.36675, 8.67097], [-3.43957, 8.75646, 9.99224], [-4.76411, 8.90144, 10.75657], [-5.74522, 8.05250, 10.03714], [-6.48916, 8.75402, 9.08324], [-2.00292, 4.73020, 6.97597], [-0.19433, 5.02351, 7.10562], [-1.10908, 5.73624, 5.78415], [-3.29114, 7.16026, 7.33283], [-1.99737, 7.76661, 6.15462], [-1.92058, 9.72441, 7.17154], [-1.23047, 9.01949, 8.46074], [-3.18384, 10.33479, 8.91696], [-2.61539, 9.05219, 10.64137], [-3.30539, 7.67692, 9.92379], [-4.98935, 9.96247, 10.86420], [-4.78128, 8.37682, 11.71186], [-7.13145, 8.07681, 8.52026], [-5.87676, 9.34110, 8.39883], [-7.13361, 9.43450, 9.63976], [-6.77635, 2.98924, -6.60010], [-6.17691, 2.48854, -5.39314], [-5.12122, 3.33453, -4.85121], [-3.90213, 3.54420, -5.80094], [-4.16821, 4.75412, -6.64596], [-3.37198, 4.85307, -7.83438], [-3.66601, 3.79353, -8.95383], [-3.10403, 4.33510, -10.14973], [-3.17436, 3.43474, -11.22466], [-6.79791, 4.07865, -6.62899], [-7.82180, 2.68538, -6.54736], [-6.33742, 2.40230, -7.40691], [-4.86478, 2.91087, -3.88019], [-5.62107, 4.27714, -4.62817], [-3.77304, 2.58077, -6.29415], [-3.03421, 3.74089, -5.17157], [-4.54698, 5.54357, -6.14255], [-2.31157, 4.79422, -7.58910], [-3.46476, 5.86646, -8.22495], [-4.74652, 3.85568, -9.08321], [-3.48269, 2.76590, -8.64002], [-2.38146, 2.69242, -11.31612], [-3.26294, 4.01931, -12.14039], [-4.11466, 2.88368, -11.20839], [5.00054, 6.12554, 1.05542], [4.13908, 6.16590, -0.04716], [4.69273, 5.46279, -1.22284], [3.77469, 5.59551, -2.47484], [4.14811, 4.49818, -3.35464], [3.15953, 3.97441, -4.22767], [3.60040, 2.67210, -4.93120], [3.28283, 1.63811, -4.01219], [3.26147, 0.30682, -4.52127], [4.34755, 6.37944, 1.89043], [5.77400, 6.89252, 1.01531], [5.34654, 5.11304, 1.26334], [4.97701, 4.46601, -0.88564], [5.58611, 6.03641, -1.46969], [3.54503, 6.49705, -3.04280], [2.75878, 5.32706, -2.18506], [4.53646, 3.70668, -2.86187], [3.05683, 4.77375, -4.96157], [2.22456, 3.84818, -3.68178], [4.65186, 2.65897, -5.21819], [3.14830, 2.73518, -5.92101], [2.45131, 0.23014, -5.24642], [3.29354, -0.40601, -3.69729], [4.09575, 0.00148, -5.15282], [10.91234, -1.36110, 3.76975], [11.05640, -0.31866, 2.81176], [10.48406, 0.95304, 3.15776], [10.65273, 2.05648, 2.03974], [9.90135, 1.88868, 0.76375], [10.19244, 0.56804, 0.18595], [9.74514, 0.62872, -1.24505], [10.65095, 1.23953, -2.17135], [10.92600, 2.62478, -2.14136], [11.89918, -1.57425, 4.18060], [10.80663, -2.28311, 3.19808], [10.33920, -1.18510, 4.68004], [10.89692, 1.35847, 4.08148], [9.40345, 0.86751, 3.27211], [11.67840, 2.20800, 1.70336], [10.36566, 2.95787, 2.58121], [10.27288, 2.53132, 0.07886], [9.66213, -0.20086, 0.74780], [11.26239, 0.37288, 0.25811], [8.73838, 0.96075, -1.49861], [9.78152, -0.36649, -1.68814], [11.45102, 2.92956, -1.23606], [10.08061, 3.30089, -2.26900], [11.62898, 2.95041, -2.90810], [-7.54267, -10.65937, -2.14609], [-8.39019, -11.79690, -2.42616], [-7.53592, -12.97320, -2.54854], [-8.33672, -14.30341, -2.49723], [-9.39578, -14.32755, -3.48468], [-10.20480, -15.57355, -3.63708], [-10.76656, -15.92142, -2.26176], [-11.86181, -16.91687, -2.38062], [-12.94213, -16.71745, -1.59806], [-7.05523, -10.85178, -1.19033], [-8.01126, -9.70787, -1.89473], [-6.74028, -10.53639, -2.87352], [-6.72009, -13.04725, -1.82949], [-7.03532, -12.99011, -3.51664], [-8.61170, -14.34556, -1.44333], [-7.72184, -15.19577, -2.61434], [-9.84510, -13.46668, -3.20698], [-9.61735, -16.43541, -3.95361], [-11.00234, -15.38943, -4.35689], [-11.13534, -14.96647, -1.88734], [-10.05292, -16.37992, -1.57722], [-13.81880, -16.47314, -2.19795], [-12.91053, -15.88840, -0.89111], [-13.15224, -17.59610, -0.98821], [14.52361, -6.41887, -5.77162], [13.17358, -6.04647, -5.56181], [12.59218, -6.72595, -4.44957], [11.03623, -6.45823, -4.51034], [10.30450, -6.86002, -3.25933], [8.88328, -6.53023, -3.22369], [8.27557, -6.47839, -1.84378], [8.96188, -5.57015, -1.07975], [8.33986, -5.23994, 0.14277], [14.64866, -7.46146, -6.06398], [15.02773, -6.26657, -4.81728], [14.97552, -5.85872, -6.59022], [13.12389, -6.41774, -3.54936], [12.83082, -7.78948, -4.44209], [10.55523, -7.06323, -5.27893], [10.92901, -5.37764, -4.60474], [10.64458, -6.46061, -2.39624], [8.28924, -7.22931, -3.81234], [8.80820, -5.55833, -3.71140], [8.25643, -7.45682, -1.36378], [7.28158, -6.04411, -1.95098], [8.85012, -4.31953, 0.42660], [8.41156, -6.00322, 0.91761], [7.26808, -5.04660, 0.09781], [2.61050, -0.28526, 1.89204], [1.26322, -0.81838, 2.08692], [0.41165, -0.79562, 0.95792], [0.48604, -2.02363, 0.12651], [-0.49407, -3.08955, 0.52142], [-0.28812, -4.24640, -0.35013], [-1.22646, -4.16813, -1.60067], [-2.40896, -3.37621, -1.23262], [-2.96945, -2.73292, -2.29899], [2.97861, -0.91621, 1.08302], [3.27350, -0.41217, 2.74787], [2.48600, 0.76029, 1.61025], [0.66630, 0.12552, 0.43376], [-0.61387, -0.46143, 1.11517], [1.55065, -2.24654, 0.19741], [0.03361, -1.71121, -0.81466], [-1.45350, -2.80387, 0.38728], [-0.56129, -5.06690, 0.31338], [0.70728, -4.40868, -0.76359], [-1.26996, -5.21715, -1.89353], [-0.66558, -3.60649, -2.34772], [-3.38618, -3.46918, -2.98628], [-2.40890, -2.02119, -2.90505], [-3.73704, -2.03906, -1.95626]]
}

(3)
{
  "formula": "C35H52AsIrP3Se",
  "method": "ωB97M-V/def2-TZVPD",
  "charge": 4,
  "e_homo_ev": [-18.07, -18.21],
  "spin_multiplicity": 6,
  "orbital_gap_ev": [8.1, 3.5],
  "lumo_ev": [-10.0, -14.7],
  "species": ["Ir", "P", "P", "P", "H", "C", "C", "H", "C", "C", "C", "C", "C", "C", "C", "C", "C", "H", "H", "H", "H", "H", "H", "H", "H", "H", "H", "H", "H", "H", "H", "H", "H", "H", "H", "H", "H", "H", "H", "H", "H", "H", "H", "H", "H", "H", "C", "C", "C", "C", "C", "C", "Se", "H", "H", "H", "H", "H", "H", "C", "C", "C", "C", "C", "C", "As", "C", "C", "C", "C", "C", "C", "C", "C", "C", "C", "C", "C", "H", "H", "H", "H", "H", "H", "H", "H", "H", "H", "H", "H", "H", "H", "H"],
  "coordinates": [[0.43399, 1.21043, -1.06296], [0.98657, 2.65614, 0.69463], [-0.82180, -0.18696, 0.33172], [-1.51287, 2.12816, -1.81274], [2.55858, 0.28550, -2.44150], [1.90553, 1.14766, -2.55319], [2.07501, 2.31204, -1.75931], [2.95236, 2.43045, -1.10916], [2.51216, 1.98052, 1.47368], [-0.20130, 2.98647, 2.06026], [1.43587, 4.38579, 0.25511], [-1.12518, -1.78497, -0.49890], [-0.06496, -0.65421, 1.94446], [-2.49507, 0.25245, 0.96105], [-1.22087, 3.25185, -3.21295], [-2.55431, 3.17557, -0.70837], [-2.73361, 0.90393, -2.46995], [1.70342, 1.33894, -3.61133], [1.59309, 3.23294, -2.12462], [3.23573, 1.67977, 0.70744], [2.27332, 1.08615, 2.06057], [2.97620, 2.73364, 2.12924], [-0.32780, 2.11007, 2.71110], [-1.18011, 3.27607, 1.65148], [0.18216, 3.82246, 2.66734], [2.28657, 4.39373, -0.43653], [1.69055, 4.95455, 1.15082], [0.59566, 4.88397, -0.24555], [-1.82868, -2.42009, 0.05767], [-0.18462, -2.33925, -0.62212], [-1.53810, -1.62217, -1.49989], [-0.80767, -1.07353, 2.64324], [0.40504, 0.20080, 2.43971], [0.70755, -1.42328, 1.79646], [-2.82440, -0.47176, 1.72056], [-3.25783, 0.25876, 0.18121], [-2.50068, 1.23261, 1.44325], [-1.83224, 4.15369, -3.09788], [-1.48377, 2.76022, -4.15554], [-0.16666, 3.54757, -3.24715], [-3.26794, 3.74223, -1.32481], [-1.92769, 3.89680, -0.17078], [-3.12880, 2.58429, 0.01512], [-3.39788, 1.40558, -3.19296], [-3.35966, 0.45754, -1.68652], [-2.21048, 0.09744, -2.99765], [0.14607, -2.42197, -3.86165], [0.22445, -1.05975, -3.56534], [-0.22692, -0.11517, -4.46948], [-1.09841, -0.50753, -5.48589], [-1.37276, -1.86324, -5.67565], [-0.73149, -2.82589, -4.88405], [1.37368, -3.48610, -2.86365], [2.50428, -3.18707, -3.74229], [0.74771, -0.76279, -2.65964], [0.11570, 0.91961, -4.40341], [-1.53775, 0.27328, -6.10094], [-2.04767, -2.14579, -6.48007], [-0.84410, -3.88138, -5.10761], [4.46080, -6.94830, -0.17192], [3.10912, -6.66245, -0.38837], [2.56950, -5.46392, 0.06125], [3.40676, -4.50070, 0.64041], [4.76527, -4.75505, 0.81977], [5.28157, -6.00080, 0.44452], [2.61984, -2.78206, 1.15975], [2.66840, -3.00737, 3.10743], [2.45616, -4.29062, 3.63682], [2.38751, -4.46542, 5.02063], [2.52537, -3.37804, 5.88993], [2.71710, -2.10286, 5.35606], [2.78131, -1.90423, 3.97299], [4.20824, -1.62266, 0.94316], [5.16315, -1.37297, 1.93221], [6.21632, -0.48700, 1.67110], [6.33284, 0.11861, 0.41911], [5.39450, -0.15333, -0.59019], [4.33046, -1.02210, -0.32125], [4.87480, -7.91063, -0.47623], [2.47014, -7.36973, -0.91394], [1.50849, -5.27307, -0.04700], [5.42243, -3.98880, 1.22966], [6.33230, -6.22004, 0.63520], [2.35032, -5.14941, 2.96623], [2.21634, -5.46916, 5.39918], [2.48050, -3.52728, 6.96765], [2.81969, -1.23080, 5.99948], [2.93904, -0.89139, 3.58614], [5.10402, -1.85562, 2.90670], [6.94187, -0.28167, 2.46258], [7.16769, 0.80012, 0.23157], [5.48962, 0.29063, -1.58488], [3.58352, -1.24752, -1.08615]]
}

(4)
{
  "formula": "C4H5NO",
  "method": "ωB97M-V/def2-TZVPD",
  "charge": 0,
  "e_homo_ev": -9.05,
  "spin_multiplicity": 1,
  "orbital_gap_ev": 10.0,
  "lumo_ev": 1.0,
  "e_above_lowest_kj_mol": 301.5,
  "species": ["C", "C", "C", "N", "C", "O", "H", "H", "H", "H", "H"],
  "coordinates": [[-1.82140, -0.08041, 0.05198], [0.14062, -0.37694, -0.14917], [-0.40895, 0.76183, 0.10029], [2.44199, 1.08953, 0.19064], [2.78897, 0.05838, -0.19322], [0.47780, -1.45238, -0.46470], [-1.94860, -0.91047, 0.77177], [-2.47285, 0.73037, 0.30330], [-2.09450, -0.48004, -0.93756], [-0.18740, 1.47058, 0.89436], [3.06146, -0.91429, -0.54880]]
}

no.,total energy (Eh)
1,-290.9537
2,-4427.5016
3,-7128.8261
4,-285.2997